[1]
This record from the Open Molecules 2025 dataset describes a structure of composition C25H31N3O13P2SV. The level of theory is ωB97M-V with the def2-TZVPD basis set.

## Properties
relative energy (zero: lowest compared OMol25 entry of this formula, charge and spin) = 0.00 kJ/mol
gap between HOMO and LUMO (spin up / spin down) = 6.86 / 7.44 eV
LUMO energy (spin up / spin down) = -0.972 / -0.398 eV

Geometry as ORCA input:
```
! RIJCOSX wB97M-V def2-TZVPD def2/J DEFGRID3
* xyz 0 2
V 0.190 -0.077 -0.691
S -3.139 0.050 -0.344
P -1.465 3.821 0.613
P -1.141 2.590 -2.051
O 1.050 0.205 -2.416
O -0.529 -1.623 -1.416
O -0.978 1.256 -1.280
O -2.543 2.873 -2.419
O -0.861 -2.264 -3.527
O -0.061 2.588 -3.212
O -2.971 3.794 0.153
O 1.414 0.731 0.183
O -0.968 2.757 1.499
O -1.386 5.263 1.302
O 2.491 0.244 -4.083
O 2.158 -1.967 -0.570
O 0.830 3.854 -0.697
N 0.453 -1.403 1.750
N -2.977 -0.903 2.481
N -1.735 -0.351 0.552
C 2.366 -1.794 -2.870
C 1.958 -0.364 -3.183
C -0.557 -0.992 2.510
C 3.140 1.160 1.800
C 1.763 -1.688 3.725
C 1.586 -1.746 2.351
C 1.632 -3.209 -1.081
C 2.866 -4.115 -1.109
C -4.335 -0.942 0.487
C 3.387 1.858 -0.609
C 3.985 -3.099 -1.447
C 1.235 -2.811 -2.510
C -0.862 5.296 -1.674
C 2.435 1.656 0.556
C -0.155 -2.202 -2.558
C -5.170 -1.950 2.504
C -0.462 -0.851 3.888
C -5.479 -1.344 -0.182
C 0.726 -1.208 4.505
C -4.180 -1.260 1.827
C -1.817 -0.712 1.773
C -6.488 -2.016 0.497
C -6.335 -2.315 1.841
C -0.563 3.965 -0.977
C 3.184 -1.801 -1.563
H 2.848 1.952 -1.550
H 4.089 1.027 -0.698
H 4.711 -3.025 -0.639
H 2.382 -2.070 1.693
H -0.439 6.103 -1.077
H 2.706 -1.988 4.163
H 2.441 1.065 2.630
H 0.491 1.774 -3.179
H -3.106 3.425 -0.752
H -5.585 -1.118 -1.236
H -2.849 -1.349 3.375
H 3.617 0.195 1.615
H -1.930 5.458 -1.800
H 1.248 -3.650 -3.203
H -0.399 5.304 -2.662
H 3.026 -4.577 -0.136
H -1.280 -0.440 4.464
H -5.033 -2.194 3.552
H 1.275 3.756 -1.550
H 3.736 -0.886 -1.368
H 3.968 2.767 -0.446
H -7.113 -2.840 2.378
H 0.837 -1.107 5.577
H 4.522 -3.331 -2.365
H 2.768 -4.909 -1.848
H 3.915 1.874 2.085
H -0.816 5.222 2.079
H 1.898 2.580 0.765
H -7.387 -2.306 -0.028
H 2.958 -2.133 -3.715
H 0.810 -3.535 -0.452
*
```

[2]
This record from the Open Molecules 2025 dataset describes a structure of composition C25H31N4O2PS3SbW in a non-equilibrium geometry. The level of theory is ωB97M-V with the def2-TZVPD basis set.

## Properties
relative energy (zero: lowest compared OMol25 entry of this formula, charge and spin) = 72.33 kJ/mol
gap between HOMO and LUMO (spin up / spin down) = 6.58 / 6.45 eV
LUMO energy (spin up / spin down) = -6.346 / -6.179 eV

Geometry as ORCA input:
```
! RIJCOSX wB97M-V def2-TZVPD def2/J DEFGRID3
* xyz 2 2
W 0.103 -0.185 -0.114
Sb 0.904 3.137 0.902
S 2.041 -0.477 -1.879
S -0.866 -2.190 -1.596
S -0.636 -2.205 4.059
P 0.968 -2.082 -2.448
O 1.683 -3.430 -1.997
O 0.878 -2.038 -4.026
N -0.226 -1.536 1.611
N 1.951 0.266 1.055
N -0.204 1.586 -1.540
N -1.294 0.913 1.114
C -2.509 0.464 1.503
C 3.623 1.911 1.563
C 4.546 0.922 1.863
C 0.452 2.704 -1.197
C -1.694 0.449 -3.121
C -2.628 2.098 3.263
C 2.347 1.536 1.182
C -0.806 2.017 1.714
C -0.106 -1.110 2.857
C -3.188 1.038 2.573
C -0.765 1.554 -2.762
C 2.850 -0.705 1.328
C 3.108 -3.652 -2.130
C 0.222 3.656 -3.375
C 4.134 -0.393 1.762
C 0.274 -3.111 -4.795
C -1.431 2.619 2.789
C 0.768 -2.987 -6.221
C 3.482 -4.128 -3.516
C -3.144 -0.650 0.737
C 0.689 3.748 -2.073
C -0.751 -2.799 1.599
C -1.037 -3.317 2.817
C 2.512 -2.158 1.182
C -0.553 2.564 -3.699
H 3.320 -4.408 -1.372
H 4.552 -4.298 -3.565
H -0.978 3.483 3.259
H 3.404 -2.707 0.890
H 0.417 4.431 -4.096
H -1.448 -4.280 3.039
H 0.576 -1.985 -6.595
H -3.121 2.528 4.120
H -1.180 -0.319 -3.702
H 3.630 -2.721 -1.884
H -2.499 0.834 -3.744
H 3.226 -3.375 -4.256
H 1.239 4.617 -1.742
H 3.883 2.958 1.615
H -2.129 0.004 -2.226
H 1.835 -3.183 -6.281
H -0.813 -2.999 -4.735
H 0.281 -0.143 3.134
H 0.244 -3.701 -6.850
H 2.974 -5.057 -3.750
H 0.552 -4.071 -4.352
H 1.733 -2.344 0.437
H -1.019 2.480 -4.666
H -4.139 -0.346 0.414
H 5.552 1.169 2.159
H -3.272 -1.539 1.354
H -4.154 0.649 2.853
H -2.552 -0.909 -0.143
H 2.187 -2.565 2.140
H 4.815 -1.193 2.003
H -0.908 -3.310 0.664
*
```

[3]
This record from the Open Molecules 2025 dataset describes a cluster of 2 separate species, C25H31N4S in total in a non-equilibrium geometry. The level of theory is ωB97M-V with the def2-TZVPD basis set.

## Properties
relative energy (zero: lowest compared OMol25 entry of this formula, charge and spin) = 0.00 kJ/mol
gap between HOMO and LUMO = 6.50 eV
LUMO energy = -3.692 eV

Geometry as ORCA input:
```
! RIJCOSX wB97M-V def2-TZVPD def2/J DEFGRID3
* xyz 1 1
S 2.169 -1.038 -0.032
N 1.336 -3.551 -0.705
N -0.231 -1.771 -0.581
N 1.592 2.793 4.512
N -1.466 2.396 -2.873
C 1.614 2.202 5.832
C -4.496 0.515 -3.952
C 3.739 -3.306 -0.138
C 2.686 -4.030 -0.940
C -0.206 0.328 2.448
C -0.445 1.054 1.243
C -1.043 -4.082 -0.756
C 0.944 2.228 3.455
C 2.353 4.021 4.420
C 0.727 2.959 2.251
C -3.717 -0.134 -1.719
C -1.180 0.437 0.184
C -1.226 -2.645 -1.180
C -2.672 0.769 -1.845
C -1.484 1.054 -1.036
C -3.503 1.504 -4.045
C 0.985 -2.241 -0.506
C -2.619 1.610 -2.978
C -0.781 2.068 -1.742
C 0.441 0.894 3.527
C -4.615 -0.274 -2.796
C 3.725 -1.828 -0.460
C -1.084 3.438 -3.807
C 0.340 -4.517 -1.155
C 0.013 2.401 1.206
H 0.596 -5.491 -0.723
H 0.779 1.511 5.977
H -1.177 -4.167 0.327
H 1.832 4.842 4.939
H 2.560 1.665 6.008
H -1.729 -0.468 0.426
H -0.557 -0.704 2.498
H -0.224 3.021 0.345
H 2.527 4.307 3.381
H -2.201 -2.256 -0.875
H 4.449 -1.296 0.166
H 4.711 -3.722 -0.415
H 1.086 3.984 2.163
H 0.391 -4.617 -2.251
H -5.185 0.361 -4.783
H -5.415 -1.015 -2.735
H 0.580 0.311 4.436
H -3.396 2.154 -4.911
H 0.002 3.413 -3.944
H 2.693 -5.097 -0.684
H 3.324 3.882 4.918
H 1.543 3.005 6.578
H -1.588 3.268 -4.762
H 2.917 -3.951 -2.015
H -1.363 4.436 -3.437
H -1.775 -4.716 -1.259
H 3.942 -1.646 -1.519
H -1.184 -2.606 -2.289
H 0.187 2.512 -1.524
H -3.818 -0.711 -0.799
H 3.596 -3.463 0.935
*
```

[4]
This record from the Open Molecules 2025 dataset describes an isolated molecule of C25H31N5O4 in a non-equilibrium geometry. The level of theory is ωB97M-V with the def2-TZVPD basis set.

## Properties
SMILES = NC(=O)C[C@@H](NC(=O)c1ccccc1)c1ccc(N2CCC(N3CCCC3)CC2)c([N+](=O)[O-])c1
relative energy (zero: lowest compared OMol25 entry of this formula, charge and spin) = 461.48 kJ/mol
gap between HOMO and LUMO = 7.93 eV
LUMO energy = -0.226 eV

Geometry as ORCA input:
```
! RIJCOSX wB97M-V def2-TZVPD def2/J DEFGRID3
* xyz 0 1
O -3.938 1.563 2.366
O 0.869 4.151 -4.566
O -1.229 0.749 -5.084
O -4.609 0.741 0.494
N -1.240 3.810 -5.278
N -1.294 0.766 2.839
N 0.052 1.397 -3.339
N 0.534 -2.542 4.545
N -3.732 1.150 1.235
C 0.905 -4.912 4.688
C -2.298 1.483 -0.644
C -2.404 1.228 0.726
C 2.201 -4.127 4.893
C -0.051 1.606 0.947
C -0.169 -3.825 4.526
C 0.022 1.914 -0.387
C -1.534 -1.236 4.237
C -1.258 1.203 1.558
C -1.007 2.145 -2.690
C 0.695 -0.183 3.927
C 2.277 1.065 -5.210
C -2.224 -0.241 3.296
C -0.098 -1.493 3.769
C -0.793 3.661 -2.905
C -0.292 3.900 -4.324
C 2.224 -1.442 -6.402
C -1.097 1.822 -1.222
C -0.239 1.027 3.787
C 1.086 -0.942 -5.798
C 3.388 -0.690 -6.415
C 3.409 0.565 -5.829
C 1.909 -2.823 4.164
C 1.112 0.304 -5.183
C -0.133 0.833 -4.560
H -1.507 -0.865 5.262
H 2.015 -2.958 3.073
H 0.166 -1.509 -5.791
H 2.203 -2.415 -6.871
H 2.569 -2.015 4.480
H -0.940 3.822 -6.241
H 2.355 -3.922 5.951
H -0.722 1.234 4.747
H -0.133 -1.768 2.692
H 0.993 1.533 -3.008
H -1.929 1.827 -3.191
H -0.033 4.029 -2.214
H -2.115 -2.156 4.236
H -3.082 0.224 3.802
H -1.725 4.197 -2.727
H 0.976 2.211 -0.799
H -0.718 -3.970 3.583
H 3.075 -4.642 4.500
H 0.852 1.644 1.533
H -2.605 -0.780 2.422
H 1.489 -0.139 3.181
H -0.888 -3.846 5.349
H 1.151 -0.168 4.917
H -3.206 1.446 -1.228
H 4.310 1.160 -5.858
H 2.287 2.062 -4.793
H 0.311 1.924 3.503
H 4.276 -1.077 -6.892
H -2.129 3.381 -5.087
H 0.691 -5.574 5.525
H 0.968 -5.519 3.785
*
```

[5]
This record from the Open Molecules 2025 dataset describes a structure of composition C25H31N5O5PY. The level of theory is ωB97M-V with the def2-TZVPD basis set.

## Properties
relative energy (zero: lowest compared OMol25 entry of this formula, charge and spin) = 73.42 kJ/mol
gap between HOMO and LUMO = 8.60 eV
LUMO energy = 0.271 eV

Geometry as ORCA input:
```
! RIJCOSX wB97M-V def2-TZVPD def2/J DEFGRID3
* xyz 0 1
Y 1.390 -0.203 -1.026
P 1.037 -0.375 1.952
O 3.450 -0.948 -0.742
O -0.198 2.959 0.881
O 1.527 1.867 -0.045
O 3.865 -2.706 0.587
O 1.887 -3.251 -4.041
N 1.465 -2.282 -1.986
N -2.420 2.200 -2.263
N -0.090 2.553 -2.308
N 1.580 0.053 -3.513
N -0.912 0.597 -1.436
C -2.220 -2.771 2.121
C -0.677 -0.913 2.235
C 3.551 -2.035 5.410
C -1.720 -0.078 2.614
C -3.199 0.609 -0.573
C 2.497 -3.084 -1.334
C 3.373 -1.136 3.187
C 1.419 -2.370 -3.329
C 0.807 -1.124 -3.996
C 1.388 -1.491 4.517
C 2.170 -1.977 5.552
C -3.599 1.579 -1.662
C -2.678 3.458 -2.952
C -0.270 3.889 -2.859
C 1.990 -1.061 3.334
C 3.346 -2.207 -0.397
C -2.060 -0.243 -1.104
C 1.055 1.442 2.246
C -0.939 -2.265 1.982
C -3.008 -0.587 2.744
C -3.261 -1.928 2.501
C -1.168 1.765 -1.976
C 4.149 -1.617 4.231
C 0.735 2.176 0.944
C -1.478 3.886 -3.770
H -2.409 -3.819 1.927
H -2.400 -0.792 -1.992
H -1.646 4.878 -4.187
H 0.414 1.763 3.063
H -4.182 1.075 -2.440
H 1.703 -2.313 6.469
H 4.161 -2.421 6.217
H -3.550 3.310 -3.592
H -0.413 4.628 -2.063
H 2.090 1.672 2.509
H -3.817 0.072 3.035
H -4.219 2.380 -1.252
H -0.236 -0.984 -3.707
H 2.549 -0.048 -3.802
H -2.932 4.236 -2.222
H 3.178 -3.506 -2.081
H -1.543 0.976 2.792
H 0.311 -1.445 4.626
H 0.877 -1.265 -5.072
H -1.322 3.189 -4.598
H 1.224 0.920 -3.902
H 5.222 -1.689 4.112
H -4.264 -2.319 2.605
H -1.755 -0.986 -0.366
H 3.830 -0.870 2.242
H -2.850 1.157 0.304
H 0.636 4.157 -3.403
H -0.128 -2.917 1.674
H 2.104 -3.921 -0.758
H -4.051 -0.005 -0.280
H 0.632 2.505 -1.584
*
```

[6]
This record from the Open Molecules 2025 dataset describes a structure of composition C25H31N6O6S3ScSi in a non-equilibrium geometry. The level of theory is ωB97M-V with the def2-TZVPD basis set.

## Properties
relative energy (zero: lowest compared OMol25 entry of this formula, charge and spin) = 0.00 kJ/mol
gap between HOMO and LUMO = 5.08 eV
LUMO energy = 3.853 eV

Geometry as ORCA input:
```
! RIJCOSX wB97M-V def2-TZVPD def2/J DEFGRID3
* xyz -2 1
Sc 0.377 0.563 0.827
S 2.068 -1.653 -1.978
S 2.777 0.275 1.695
S -0.081 0.532 3.424
Si -2.389 2.628 0.471
O 0.127 -1.518 0.979
O -3.002 -1.845 0.382
O 1.264 1.030 -0.963
O -1.203 -0.141 -0.754
O -0.992 -1.482 -2.528
O -0.330 -3.508 0.051
N 2.134 1.960 -0.850
N -0.705 2.522 0.737
N 2.858 0.920 -4.161
N 4.736 3.996 -1.738
N 1.767 -3.957 -3.186
N 2.724 -2.206 -4.461
C 2.190 -5.139 -3.914
C -2.052 -2.449 1.283
C 2.789 -2.825 -5.769
C -3.116 4.301 0.968
C 2.848 1.426 -3.126
C 1.200 3.733 1.660
C 3.856 -0.224 4.142
C 3.884 -0.397 5.518
C -0.621 -2.515 0.725
C 0.663 5.926 0.061
C -2.738 -1.965 -0.981
C -1.569 -1.089 -1.406
C 2.007 4.854 1.714
C 1.752 5.971 0.920
C 2.916 2.150 -1.868
C 2.673 0.054 3.441
C 2.217 -2.674 -3.300
C 3.923 3.182 -1.759
C -3.228 1.349 1.545
C -2.956 2.363 -1.315
C 0.093 3.660 0.791
C -0.145 4.798 -0.005
C 1.468 0.158 4.170
C 1.519 -0.020 5.561
C 2.697 -0.293 6.237
H -0.962 4.771 -0.719
H 0.447 6.771 -0.586
H 1.800 -3.087 -6.156
H -3.882 1.777 -1.345
H -2.529 -2.990 -1.297
H -4.138 4.156 1.337
H 4.822 -0.609 6.021
H -3.151 5.007 0.134
H 4.773 -0.300 3.567
H 2.397 6.841 0.957
H 3.231 -2.098 -6.445
H -3.136 0.344 1.126
H -2.526 4.762 1.767
H 3.259 -5.348 -3.791
H -2.194 1.829 -1.886
H 1.475 -4.111 -2.229
H -3.625 -1.598 -1.505
H 2.887 -1.210 -4.421
H 1.633 -5.982 -3.509
H -2.074 -1.839 2.186
H -2.763 1.344 2.536
H -0.081 -1.120 -2.566
H 3.420 -3.713 -5.783
H 2.689 -0.421 7.314
H -3.144 3.319 -1.815
H 2.860 4.849 2.385
H 1.962 -5.084 -4.974
H -4.297 1.564 1.661
H 0.588 0.069 6.110
H -2.380 -3.469 1.493
H 1.421 2.888 2.300
*
```

[7]
This record from the Open Molecules 2025 dataset describes a structure of composition C25H31NP2ReS4. The level of theory is ωB97M-V with the def2-TZVPD basis set.

## Properties
relative energy (zero: lowest compared OMol25 entry of this formula, charge and spin) = 0.00 kJ/mol
gap between HOMO and LUMO (spin up / spin down) = 8.50 / 6.64 eV
LUMO energy (spin up / spin down) = -4.937 / -7.369 eV

Geometry as ORCA input:
```
! RIJCOSX wB97M-V def2-TZVPD def2/J DEFGRID3
* xyz 2 4
Re -0.117 -0.711 -0.340
S -1.923 1.061 -0.901
S 1.403 0.217 -1.870
S 1.809 -0.500 1.332
S -1.623 -1.320 1.351
P 1.009 -2.876 -0.520
P -1.512 -1.790 -2.048
N 0.097 1.813 0.978
C -4.655 2.051 1.889
C -3.572 0.043 2.651
C -1.245 -1.134 -3.715
C 2.986 0.481 0.435
C 4.129 0.908 1.103
C 0.624 -3.991 0.852
C -0.088 4.180 0.874
C 2.783 0.792 -0.909
C 1.154 3.149 2.639
C 0.434 -3.710 -2.028
C 1.286 0.620 2.657
C 2.808 -2.892 -0.665
C -2.912 1.047 0.576
C 4.866 2.011 -0.893
C 0.832 1.927 2.082
C 5.064 1.687 0.443
C -3.301 -1.792 -1.802
C -1.163 2.692 -0.861
C -2.759 0.033 1.519
C -3.870 2.040 0.748
C -0.355 2.907 0.388
C 0.679 4.298 2.019
C 3.745 1.558 -1.568
C -1.075 -3.555 -2.150
C -4.502 1.051 2.840
H -3.757 -2.396 -2.588
H 0.735 -4.759 -1.995
H -1.543 -0.086 -3.753
H 3.125 -2.237 -1.476
H 1.004 -3.565 1.781
H -5.391 2.830 2.027
H -3.713 -0.786 -1.860
H -3.536 -2.220 -0.828
H 0.908 5.274 2.427
H -1.596 -4.071 -1.339
H 2.107 0.731 3.362
H -1.843 -1.696 -4.434
H -4.012 2.798 -0.013
H 3.122 -3.915 -0.880
H 4.293 0.623 2.136
H -0.470 5.054 0.363
H 3.604 1.796 -2.614
H -1.453 -3.966 -3.088
H 5.597 2.611 -1.418
H -0.453 -4.126 0.952
H 0.469 0.089 3.150
H 1.755 3.204 3.537
H -1.954 3.433 -0.965
H -0.192 -1.204 -3.989
H -3.463 -0.746 3.385
H 1.099 -4.960 0.689
H 5.948 2.027 0.965
H -0.542 2.741 -1.759
H 0.953 -3.249 -2.872
H -5.117 1.049 3.729
H 3.282 -2.576 0.263
*
```